No. 1
Molecular formula: C5H12O2
Method: DFT, wB97M-V/def2-TZVPD

Positions of all 19 atoms, in Å:
C1 0.749375 -1.203670 0.500761
C2 -0.441269 -1.549575 1.384082
O1 -1.673648 -1.196337 0.777079
C3 -1.726862 0.164137 0.433007
C4 -0.742193 0.668669 -0.678758
O2 0.563217 1.349860 -0.239816
C5 1.561763 1.532133 -1.252844
H1 0.860107 -0.101549 0.313982
H2 0.706850 -1.796246 -0.427031
H3 1.680788 -1.406895 1.014925
H4 -0.351591 -1.039184 2.357010
H5 -0.516389 -2.625440 1.580252
H6 -2.757499 0.292790 0.061535
H7 -1.622412 0.799172 1.322695
H8 -0.625897 -0.174777 -1.389256
H9 -1.209315 1.505763 -1.166691
H10 1.209943 2.247822 -2.000768
H11 1.831173 0.585928 -1.744426
H12 2.503858 1.947397 -0.845735

Atoms 1-6, force components in eV/Å:
C 0.5 -0.1 0.2
C 0.3 -0.1 0.2
O 0.3 0.2 -0.3
C 0.3 0.6 -0.1
C 0.4 0.8 -0.1
O -1.2 0.0 -0.4

Calculated values
- HOMO-LUMO gap: 10.591 eV
- SMILES: CCOCCOC
- E_HOMO: -0.351 hartree

No. 2
Molecular formula: C4H28N2O9
Method: DFT, wB97M-V/def2-TZVPD

Positions of all 43 atoms, in Å:
N1 0.202901 -2.354703 0.788817
C1 -0.944540 -1.421020 0.576492
C2 -0.516323 -0.391375 -0.478083
N2 0.364896 0.659357 0.092471
C3 -1.799937 0.351983 -0.914934
C4 -2.597680 -0.252108 -2.045997
O1 -1.990010 -0.217085 -3.351016
H1 -0.039788 -3.278862 0.449459
H2 0.410564 -2.470959 1.772659
H3 -1.858313 -1.940735 0.300747
H4 -1.085578 -0.915722 1.533890
H5 -0.036599 -0.928098 -1.288861
H6 1.209140 0.143402 0.328812
H7 -0.020241 1.166139 0.878926
H8 -1.633863 1.416296 -1.126901
H9 -2.447475 0.529814 -0.046309
H10 -3.605675 0.157078 -2.119618
H11 -2.661591 -1.331918 -1.911641
H12 -1.720098 0.678801 -3.578180
O2 -1.707152 2.373184 1.908563
H13 -2.054710 2.934748 2.596931
H14 -1.384329 2.817133 1.112034
O3 0.239834 -1.888978 -3.283361
H15 -0.058840 -2.640460 -3.800880
H16 -0.388345 -1.164220 -3.447746
O4 2.453454 -0.386309 3.785921
H17 2.675637 -0.412448 2.853795
H18 2.111957 0.460778 4.065425
O5 -0.445497 3.512087 -0.263001
H19 -0.447412 4.283349 -0.835041
H20 0.133801 2.855167 -0.677437
O6 3.100356 1.742500 -0.682920
H21 2.181197 1.417840 -0.630784
H22 3.059058 2.327165 -1.447413
O7 -3.317172 0.703531 3.368888
H23 -2.627651 0.807933 4.030055
H24 -2.853963 0.744026 2.525368
O8 4.108111 -0.755346 -1.187402
H25 3.709189 -1.453474 -0.644353
H26 3.877421 -0.003488 -0.607984
O9 2.878421 -2.602380 0.843594
H27 2.078322 -2.271001 0.369165
H28 3.448524 -3.001619 0.187849

Atoms 1-6, force components in eV/Å:
N -0.8 0.0 -0.1
C 1.6 -0.3 0.3
C -2.0 1.5 0.9
N 1.0 -1.1 -1.4
C -0.2 0.9 -0.2
C 0.1 -0.9 -0.3

Calculated values
- HOMO-LUMO gap: 9.903 eV
- SMILES: NC[C@H](N)CCO.O.O.O.O.O.O.O.O
- E_HOMO: -0.364 hartree

No. 3
Molecular formula: CH4NOP
Method: DFT, wB97M-V/def2-TZVPD

Positions of all 8 atoms, in Å:
C1 0.924807 0.318334 -0.031491
N1 0.285258 -0.886347 -0.640675
O1 -2.556746 0.951005 0.621978
P1 -2.657027 -0.417836 0.072606
H1 0.447378 1.190600 -0.449914
H2 0.650999 0.372268 1.097668
H3 2.045010 0.275362 -0.181037
H4 0.860323 -1.803384 -0.489135

Atoms 1-6, force components in eV/Å:
C 0.1 -1.9 0.9
N 0.8 -0.6 0.9
O 0.1 -0.2 -0.1
P 0.3 0.1 0.0
H 0.1 0.3 -0.3
H 0.7 -0.3 -1.6

Calculated values
- HOMO-LUMO gap (spin up / spin down): 10.171 / 6.300 eV
- E_HOMO (spin up / spin down): -0.382 / -0.268 hartree

No. 4
Molecular formula: C3H4N2O2S
Method: DFT, wB97M-V/def2-TZVPD

Positions of all 12 atoms, in Å:
O1 0.569068 1.516556 1.605864
C1 -0.450123 1.292174 1.008156
C2 -0.532312 0.833136 -0.446416
O2 -1.550757 -0.134759 -0.569045
N1 -1.315740 -1.307570 0.171050
C3 -0.110611 -1.640745 0.411285
N2 1.092976 -1.097349 0.011117
S1 1.033640 0.209032 -1.097563
H1 -1.466612 1.388446 1.472390
H2 -0.868866 1.678555 -1.100515
H3 0.001115 -2.511636 1.069018
H4 1.767258 -1.027208 0.712237

Atoms 1-6, force components in eV/Å:
O -0.5 -0.1 -0.3
C 0.0 0.1 0.4
C -0.2 0.5 -0.8
O 0.1 0.1 0.0
N -0.3 0.0 0.0
C 0.6 -0.5 0.6

Calculated values
- HOMO-LUMO gap: 9.642 eV
- SMILES: O=C[C@@H]1ON=CNS1
- E_HOMO: -0.335 hartree

No. 5
Molecular formula: C18H55BrNO20P6
Method: DFT, wB97M-V/def2-TZVPD

Positions of all 101 atoms, in Å:
C1 2.666622 6.021437 -0.458970
C2 2.147515 7.160921 -1.293037
N1 1.221883 7.931581 -0.852483
C3 2.737723 7.402042 -2.634021
P1 4.649396 7.758680 -2.556300
Br1 4.252232 10.236354 -2.587924
H1 2.690404 5.070707 -0.997260
H2 2.063221 5.847522 0.433879
H3 3.693170 6.221515 -0.150204
H4 0.942760 7.626350 0.081305
H5 2.273253 8.311920 -3.010301
H6 2.508452 6.592218 -3.331057
H7 4.691254 7.787170 -4.001797
H8 6.055675 8.087900 -2.478335
H9 4.588273 7.845507 -1.110509
H10 4.947080 6.335970 -2.507223
C4 0.792061 -0.494067 -4.148955
O1 0.426818 -0.398727 -2.751706
P2 0.433884 1.110502 -2.058014
O2 1.877090 1.422115 -2.204340
O3 0.071889 0.370059 -0.648162
C5 1.002564 -0.543796 -0.070151
O4 -0.039192 2.539522 -1.400745
C6 -1.432383 2.835349 -1.189677
H11 0.404318 -1.432982 -4.541094
H12 0.371836 0.322782 -4.730959
H13 1.876804 -0.482186 -4.240389
H14 2.021037 -0.318441 -0.388886
H15 0.745817 -1.567977 -0.341653
H16 0.928634 -0.442631 1.010472
H17 -1.838008 2.154014 -0.438872
H18 -2.003945 2.751819 -2.114361
H19 -1.498080 3.856858 -0.825317
C7 0.957035 -7.424308 -1.664054
O5 1.252748 -6.273861 -0.845345
P3 2.676903 -5.568651 -1.083494
O6 3.699503 -6.605040 -0.898889
O7 2.493757 -4.529221 0.123448
C8 2.614089 -4.943159 1.477517
O8 3.294858 -4.479364 -2.065921
C9 2.482753 -3.370021 -2.542937
H20 -0.119177 -7.557302 -1.673232
H21 1.306200 -7.295533 -2.687927
H22 1.426375 -8.304836 -1.229707
H23 3.246038 -5.824143 1.590313
H24 1.617824 -5.148248 1.873836
H25 3.055688 -4.122921 2.039481
H26 2.249365 -2.724883 -1.697800
H27 1.558205 -3.695979 -3.021075
H28 3.078182 -2.807667 -3.255488
C10 -2.700909 -0.589175 -2.678472
O9 -3.643773 -1.676935 -2.770010
P4 -3.161252 -2.972035 -3.555460
O10 -2.769942 -2.603689 -4.922166
O11 -4.594028 -3.700105 -3.433077
C11 -5.645938 -3.279870 -4.300057
O12 -2.336346 -4.262153 -3.144698
C12 -2.399993 -4.704965 -1.773574
H29 -2.988204 0.025559 -1.827657
H30 -1.688173 -0.945553 -2.529288
H31 -2.753724 0.008595 -3.589174
H32 -5.251179 -2.846921 -5.218511
H33 -6.279078 -2.550028 -3.793214
H34 -6.240473 -4.158033 -4.543355
H35 -3.407045 -5.047741 -1.533527
H36 -2.105337 -3.913647 -1.083989
H37 -1.710968 -5.527619 -1.675890
C13 2.794990 4.011642 5.111715
O13 1.773142 3.938470 4.095653
P5 0.312883 3.456818 4.526836
O14 0.412899 2.121445 5.135618
O15 -0.247373 3.484129 3.024261
C14 0.117674 2.426541 2.135769
O16 -0.974787 4.160979 5.154750
C15 -1.212686 5.559822 4.882031
H38 3.563050 4.690822 4.752316
H39 2.402119 4.389936 6.054263
H40 3.221946 3.022739 5.264908
H41 0.359203 1.513023 2.678553
H42 0.973896 2.729706 1.532444
H43 -0.722918 2.232998 1.475887
H44 -1.428835 5.706651 3.824220
H45 -0.357815 6.170008 5.171641
H46 -2.074631 5.861535 5.469767
C16 -1.549892 -0.840071 4.139424
O17 -2.553770 -1.818752 3.780021
P6 -2.064569 -3.261561 3.181072
O18 -1.344417 -2.761929 1.973721
O19 -3.615366 -3.683089 2.956337
C17 -4.403004 -2.910869 2.050899
O20 -1.600100 -4.835235 2.992553
C18 -1.835342 -5.792015 4.044991
H47 -1.999906 -0.144648 4.841462
H48 -0.684150 -1.301489 4.607871
H49 -1.238337 -0.304519 3.246238
H50 -3.776761 -2.426462 1.301521
H51 -4.972270 -2.156918 2.594891
H52 -5.093866 -3.592846 1.558867
H53 -2.906140 -5.952303 4.182066
H54 -1.387970 -5.467891 4.984828
H55 -1.370939 -6.727221 3.743052

Atoms 1-6, force components in eV/Å:
C 0.2 -0.6 0.0
C -0.6 0.0 0.3
N 0.1 -0.1 -0.2
C -0.2 0.8 0.1
P 0.5 -1.7 0.2
Br -0.1 0.7 0.0

Calculated values
- Net charge: -1
- HOMO-LUMO gap: 3.742 eV
- E_HOMO: -0.149 hartree

No. 6
Molecular formula: C2H3CuO2
Method: DFT, wB97M-V/def2-TZVPD

Positions of all 8 atoms, in Å:
H1 0.722412 0.189765 -1.488673
C1 0.655135 -0.499954 1.166342
O1 0.494946 -1.480465 1.807585
O2 -0.330787 -0.056907 0.358978
C2 0.140291 0.763525 -0.765014
H2 -0.774921 1.107979 -1.253547
H3 1.030479 1.217649 -0.154684
Cu1 -1.937555 -1.241593 0.329013

Atoms 1-6, force components in eV/Å:
H 0.2 -0.6 -0.3
C 0.8 -2.4 2.3
O 0.2 1.3 -0.9
O -1.6 0.2 -1.3
C 1.0 -0.3 1.0
H 0.6 1.1 0.3

Calculated values
- Net charge: +2
- HOMO-LUMO gap (spin up / spin down): 9.101 / 6.239 eV
- Multiplicity: 3
- E_HOMO (spin up / spin down): -0.783 / -0.837 hartree

no.,M (g/mol)
1,104.15
2,248.27
3,77.02
4,132.14
5,871.37
6,122.59